One molecule with the formula C3H5NO2 in a non-equilibrium geometry, computed with ωB97M-V/def2-TZVPD.

```
! RIJCOSX wB97M-V def2-TZVPD def2/J DEFGRID3
* xyz 0 1
H 0.606 -2.644 0.065
N 0.195 -1.822 0.491
C 0.695 -0.708 0.166
O 1.667 -0.339 -0.686
C -0.051 0.496 0.632
C -1.173 0.751 -0.242
O 0.033 1.582 -0.280
H 1.424 0.620 -0.850
H -0.025 0.792 1.672
H -2.102 1.149 0.160
H -1.269 0.122 -1.127
*
```

Calculated values
relative energy (zero: lowest compared OMol25 entry of this formula, charge and spin): 55.1 kcal per mole
E: -322.4866 Ha